[1]
A single C6H10F2 molecule in a non-equilibrium geometry. Source: the OMol25 dataset; level of theory: ωB97M-V/def2-TZVPD.

The geometry in ORCA input format:
```
! wB97M-V def2-TZVPD RIJCOSX def2/J DEFGRID3
* xyz 0 1
C 0.441 0.514 -2.561
C -0.097 1.090 -1.141
C 0.118 0.360 0.003
C 1.060 -0.936 0.132
F 2.135 -0.679 0.979
C -0.463 0.661 1.367
C -1.293 -0.540 2.040
F -0.581 -1.735 2.376
H -0.388 0.226 -3.115
H 1.137 -0.371 -2.508
H 1.048 1.190 -3.298
H -0.837 1.831 -1.247
H 1.530 -0.915 -0.862
H 0.611 -1.865 0.186
H -0.964 1.675 1.204
H 0.359 0.909 2.020
H -2.171 -1.052 1.345
H -1.646 -0.363 3.079
*
```

- SMILES: C/C=C(\CF)CCF
- HOMO-LUMO gap: 10.538 eV
- Energy above the lowest of the compared OMol25 structures with the same formula, charge and spin: 59.8 kcal/mol
- HOMO level: -9.6 eV
- Lowest unoccupied orbital energy: 0.94 eV

[2]
A single C5H6N2 molecule in a non-equilibrium geometry. Source: the OMol25 dataset; level of theory: ωB97M-V/def2-TZVPD.

The geometry in ORCA input format:
```
! wB97M-V def2-TZVPD RIJCOSX def2/J DEFGRID3
* xyz 0 1
C -0.233 1.017 0.919
C -0.081 0.016 0.005
C -1.120 -1.004 0.367
C -2.072 -0.327 1.476
C 1.020 -0.115 -0.998
N -1.415 0.806 1.627
N -1.034 -2.210 -0.008
H 0.404 1.749 1.159
H 0.477 -0.274 -1.922
H 1.620 0.922 -1.051
H 1.872 -0.845 -0.786
H -1.808 1.579 2.186
H -1.709 -2.927 0.379
*
```

- HOMO-LUMO gap: 8.237 eV
- Energy above the lowest of the compared OMol25 structures with the same formula, charge and spin: 80.8 kcal/mol
- HOMO level: -8.6 eV
- Lowest unoccupied orbital energy: -0.39 eV

[3]
A molecular structure, C6H12N2O2 in a non-equilibrium geometry. Source: the OMol25 dataset; level of theory: ωB97M-V/def2-TZVPD.

The geometry in ORCA input format:
```
! wB97M-V def2-TZVPD RIJCOSX def2/J DEFGRID3
* xyz 0 1
C -0.572 0.094 1.645
C 0.879 1.868 -0.887
C -0.442 1.546 -0.168
C 1.643 0.598 -1.133
C -0.179 0.119 0.240
C -1.177 -2.385 -0.129
N 1.133 -0.204 0.027
N -1.403 -1.074 -0.589
O 0.309 0.188 2.648
O -1.740 0.229 1.933
H 0.755 2.491 -1.780
H 1.577 2.428 -0.258
H -0.940 2.139 0.613
H -1.102 1.418 -1.022
H 1.481 0.099 -2.100
H 2.742 0.647 -0.947
H -1.458 -2.498 0.958
H -1.689 -3.069 -0.783
H 0.005 -2.566 -0.242
H 1.142 -1.247 -0.226
H -2.211 -0.727 -0.052
H 1.246 -0.093 2.252
*
```

- HOMO-LUMO gap: 9.660 eV
- Energy above the lowest of the compared OMol25 structures with the same formula, charge and spin: 66.4 kcal/mol
- HOMO level: -9.0 eV
- Lowest unoccupied orbital energy: 0.66 eV

[4]
2 unconnected molecules or ions with the total composition C2H4N4O2 in a non-equilibrium geometry. Source: the OMol25 dataset; level of theory: ωB97M-V/def2-TZVPD.

The geometry in ORCA input format:
```
! wB97M-V def2-TZVPD RIJCOSX def2/J DEFGRID3
* xyz 0 1
C 0.180 1.013 0.996
C 0.715 -0.428 -0.544
H -0.267 2.452 2.262
H 1.952 -1.833 -0.277
H -0.938 -1.388 -2.205
H -1.499 -1.011 0.982
N 1.216 0.415 0.455
N 1.161 -1.619 -1.010
N -0.359 0.251 -0.890
N -1.303 0.688 0.233
O 0.480 1.891 2.008
O -1.337 -0.431 -2.010
*
```

- HOMO-LUMO gap: 7.892 eV
- Energy above the lowest of the compared OMol25 structures with the same formula, charge and spin: 196.6 kcal/mol
- HOMO level: -9.9 eV
- Lowest unoccupied orbital energy: -1.97 eV

[5]
A single C4H13N3 molecule. Source: the OMol25 dataset; level of theory: ωB97M-V/def2-TZVPD.

The geometry in ORCA input format:
```
! wB97M-V def2-TZVPD RIJCOSX def2/J DEFGRID3
* xyz 0 1
C -1.113 -0.145 1.358
C 0.019 0.271 0.407
C 0.002 1.768 0.134
N 0.188 2.523 1.365
N 0.030 -0.452 -0.848
C 0.554 -1.803 -0.808
N 0.960 -2.205 -2.137
H -0.882 0.149 2.370
H -2.059 0.261 0.988
H -1.219 -1.230 1.332
H 0.955 0.043 0.926
H -0.946 2.052 -0.325
H 0.776 1.975 -0.601
H 1.155 2.508 1.661
H -0.142 3.471 1.295
H -0.876 -0.406 -1.307
H -0.167 -2.510 -0.377
H 1.442 -1.756 -0.173
H 0.520 -3.053 -2.466
H 0.801 -1.460 -2.796
*
```

- SMILES: C[C@H](CN)NCN
- HOMO-LUMO gap: 9.720 eV
- Energy above the lowest of the compared OMol25 structures with the same formula, charge and spin: 13.6 kcal/mol
- HOMO level: -8.6 eV
- Lowest unoccupied orbital energy: 1.13 eV

[6]
7 unconnected molecules or ions with the total composition H14O7 in a non-equilibrium geometry. Source: the OMol25 dataset; level of theory: ωB97M-V/def2-TZVPD.

The geometry in ORCA input format:
```
! wB97M-V def2-TZVPD RIJCOSX def2/J DEFGRID3
* xyz 0 1
O -0.596 -0.939 0.255
H 0.007 -1.512 -0.232
H -1.318 -1.524 0.513
O 1.993 -1.253 1.335
H 1.319 -0.913 0.736
H 1.529 -1.361 2.173
O -1.544 2.683 1.197
H -0.703 2.214 1.243
H -2.194 2.028 1.477
O 2.729 1.054 -1.147
H 2.048 1.478 -0.613
H 2.251 0.383 -1.647
O -0.737 1.123 -1.218
H -0.863 0.376 -0.623
H -0.829 1.895 -0.648
O 3.571 -0.877 -0.317
H 2.712 -0.588 0.010
H 4.117 -0.084 -0.275
O -4.180 -1.556 -0.569
H -5.007 -1.988 -0.811
H -4.306 -0.640 -0.841
*
```

- SMILES: O.O.O.O.O.O.O
- HOMO-LUMO gap: 9.286 eV
- Energy above the lowest of the compared OMol25 structures with the same formula, charge and spin: 78.6 kcal/mol
- HOMO level: -9.4 eV
- Lowest unoccupied orbital energy: -0.16 eV

[7]
A molecular structure, C4H6O2 in a non-equilibrium geometry. Source: the OMol25 dataset; level of theory: ωB97M-V/def2-TZVPD.

The geometry in ORCA input format:
```
! wB97M-V def2-TZVPD RIJCOSX def2/J DEFGRID3
* xyz 0 1
C -0.059 0.456 2.268
C -0.241 0.263 -0.183
C 0.402 0.276 -1.586
C 0.027 -0.737 -2.423
H -0.257 -0.619 2.300
H -0.902 1.237 2.303
H 0.665 0.586 3.151
H 1.338 0.931 -1.684
H -0.482 -1.759 -1.666
H 0.314 -0.938 -3.315
O 0.444 0.810 0.856
O -1.248 -0.506 -0.022
*
```

- HOMO-LUMO gap: 10.253 eV
- Energy above the lowest of the compared OMol25 structures with the same formula, charge and spin: 86.0 kcal/mol
- HOMO level: -10.0 eV
- Lowest unoccupied orbital energy: 0.27 eV

[8]
A molecular structure, C47H50LuN13O5S4Se in a non-equilibrium geometry. Source: the OMol25 dataset; level of theory: ωB97M-V/def2-TZVPD.

The geometry in ORCA input format:
```
! wB97M-V def2-TZVPD RIJCOSX def2/J DEFGRID3
* xyz -2 1
Lu -5.300 -17.044 11.346
C -6.280 -15.271 15.463
C -5.787 -15.557 14.247
N -6.160 -16.614 13.482
C -7.216 -17.309 14.058
C -7.819 -16.915 15.236
N -7.319 -16.012 16.032
C -7.734 -18.349 13.230
C -8.699 -19.279 13.653
C -9.340 -20.191 12.817
C -8.863 -20.081 11.418
C -7.815 -19.255 11.090
N -7.188 -18.367 11.966
C -7.333 -19.177 9.742
C -7.888 -19.776 8.646
N -7.300 -19.693 7.366
C -6.210 -18.997 7.264
C -5.577 -18.149 8.364
N -6.248 -18.323 9.663
C -10.416 -21.109 13.166
C -10.991 -22.012 12.275
C -11.959 -22.969 12.635
N -12.380 -23.152 13.906
C -11.756 -22.375 14.774
C -10.815 -21.359 14.508
H -5.935 -14.448 16.068
H -5.044 -14.874 13.813
H -8.728 -17.412 15.548
H -8.954 -19.279 14.686
H -9.322 -20.720 10.707
H -8.812 -20.366 8.736
H -5.668 -18.991 6.311
H -4.495 -18.140 8.410
H -10.720 -21.975 11.202
H -12.406 -23.509 11.811
H -11.980 -22.556 15.818
H -10.414 -20.833 15.384
O -4.049 -19.105 10.984
H -3.827 -19.394 11.930
H -4.524 -19.774 10.470
Se -6.210 -12.037 10.058
C -5.640 -13.576 10.704
N -5.315 -14.623 11.093
C 0.637 -23.391 7.121
N -0.258 -22.597 7.972
C -1.172 -23.104 8.878
C -1.772 -22.081 9.530
N -1.144 -20.942 9.025
C -0.250 -21.258 8.040
S 0.699 -20.173 7.140
H 0.769 -24.390 7.559
H 1.598 -22.881 7.024
H 0.245 -23.450 6.055
H -1.301 -24.154 8.943
H -2.545 -22.005 10.258
H -1.433 -19.976 9.225
C -4.148 -14.873 8.080
S -3.040 -15.248 9.436
C -1.567 -15.647 8.334
O -3.604 -16.564 9.848
H -3.897 -13.926 7.578
H -5.159 -14.964 8.501
H -4.058 -15.729 7.360
H -1.363 -14.752 7.716
H -1.795 -16.493 7.657
H -0.735 -15.843 9.007
O -5.052 -21.498 9.961
C -5.199 -22.356 10.773
C -5.895 -22.152 12.034
C -7.213 -23.070 12.049
C -7.779 -23.341 10.628
C -7.112 -24.481 9.837
C -5.654 -24.299 9.385
N -4.890 -23.715 10.467
H -6.143 -21.089 12.178
H -5.202 -22.337 12.911
H -7.893 -22.515 12.677
H -7.037 -24.017 12.539
H -7.748 -22.470 10.004
H -8.873 -23.581 10.727
H -7.775 -24.640 8.976
H -7.140 -25.371 10.513
H -5.644 -23.650 8.496
H -5.208 -25.266 9.030
H -4.963 -24.254 11.343
C -6.313 -16.988 9.026
C -7.537 -16.519 8.410
C -7.662 -16.223 7.019
C -8.787 -15.660 6.469
C -9.896 -15.476 7.243
C -9.791 -15.646 8.646
C -8.674 -16.149 9.202
H -6.844 -16.540 6.375
H -8.804 -15.437 5.407
H -10.858 -15.106 6.870
H -10.656 -15.423 9.254
H -8.627 -16.320 10.244
N -7.738 -18.422 18.329
C -6.766 -18.950 17.481
C -5.564 -18.214 17.416
C -4.528 -18.593 16.576
C -4.722 -19.747 15.768
C -5.914 -20.468 15.793
C -6.943 -20.066 16.671
S -3.343 -20.071 14.682
O -3.498 -21.328 13.961
O -2.182 -19.970 15.516
N -3.404 -18.943 13.510
C -2.855 -17.714 13.538
S -1.390 -17.199 14.467
C -1.530 -15.603 13.790
C -2.499 -15.583 12.881
N -3.222 -16.759 12.735
H -7.886 -17.423 18.080
H -8.604 -18.914 18.124
H -5.474 -17.296 18.010
H -3.577 -18.035 16.468
H -6.015 -21.335 15.182
H -7.914 -20.582 16.616
H -0.895 -14.761 14.055
H -2.728 -14.677 12.329
*
```

- HOMO-LUMO gap (spin up / spin down): 4.254 / 3.958 eV
- HOMO level (spin up / spin down): -0.8 / -0.5 eV
- Lowest unoccupied orbital energy (spin up / spin down): 3.46 / 3.46 eV

[9]
A gas-phase ion, C3H3NO2 (charge -2) in a non-equilibrium geometry. Source: the OMol25 dataset; level of theory: ωB97M-V/def2-TZVPD.

The geometry in ORCA input format:
```
! wB97M-V def2-TZVPD RIJCOSX def2/J DEFGRID3
* xyz -2 1
O 1.630 -1.382 -0.995
N 1.277 -0.102 -0.764
O 1.984 0.796 -1.383
C 0.347 0.183 0.043
C -0.790 1.082 0.650
C -0.807 -0.428 0.678
H -1.320 1.719 -0.148
H -0.814 -0.588 1.742
H -1.507 -1.280 0.177
*
```

- SMILES: [O-]N([O-])C1=CC1
- HOMO-LUMO gap: 5.168 eV
- Energy above the lowest of the compared OMol25 structures with the same formula, charge and spin: 43.8 kcal/mol
- HOMO level: 2.8 eV
- Lowest unoccupied orbital energy: 7.92 eV

[10]
11 unconnected molecules or ions with the total composition C18H48Br2N8O18 in a non-equilibrium geometry. Source: the OMol25 dataset; level of theory: ωB97M-V/def2-TZVPD.

The geometry in ORCA input format:
```
! wB97M-V def2-TZVPD RIJCOSX def2/J DEFGRID3
* xyz 0 1
C -5.686 -0.071 1.773
N -5.226 0.325 3.192
O -6.008 0.944 3.859
O -4.094 -0.077 3.516
H -6.505 -0.790 1.801
H -4.851 -0.535 1.249
H -5.942 0.913 1.379
C 2.490 0.278 2.873
N 3.989 0.454 3.045
O 4.258 1.353 3.816
O 4.768 -0.361 2.431
H 2.148 1.256 2.534
H 2.065 0.125 3.865
H 2.353 -0.476 2.098
C 6.375 1.563 0.563
N 5.243 2.509 0.821
O 4.152 2.217 0.268
O 5.322 3.416 1.639
H 5.845 0.633 0.355
H 6.932 1.717 1.488
H 6.872 2.002 -0.301
C 2.970 3.972 -1.855
N 3.935 4.560 -2.813
O 4.245 3.801 -3.681
O 4.384 5.740 -2.572
H 3.212 4.243 -0.827
H 2.912 2.886 -1.928
H 1.969 4.398 -1.925
C -0.480 2.872 2.200
N 0.391 4.071 1.971
O 1.489 3.988 1.524
O -0.115 5.150 2.345
H -1.094 2.528 1.367
H -1.318 3.179 2.825
H -0.107 1.929 2.600
C 5.672 0.429 -3.578
N 4.471 -0.067 -2.967
O 3.985 0.582 -2.083
O 4.152 -1.178 -3.398
H 5.293 1.343 -4.036
H 5.988 -0.261 -4.360
H 6.404 0.589 -2.786
C 0.219 4.771 -5.174
N -0.400 3.811 -4.201
O -1.461 4.023 -3.730
O 0.222 2.713 -4.026
H 1.096 5.315 -4.823
H -0.516 5.515 -5.481
H 0.606 4.220 -6.031
C 1.759 -5.303 1.468
N 1.775 -4.357 0.281
O 1.290 -4.790 -0.773
O 2.055 -3.214 0.501
H 0.812 -5.816 1.302
H 1.723 -4.725 2.391
H 2.604 -5.926 1.175
Br -5.124 -0.682 -2.014
C -3.947 -0.317 -3.542
C -2.530 -0.571 -3.081
Br -1.224 -0.389 -4.689
H -3.955 0.719 -3.882
H -4.184 -0.954 -4.393
H -2.530 -1.628 -2.816
H -2.257 0.059 -2.234
C 0.759 0.733 -1.624
C 1.305 0.677 -0.182
O 0.042 0.501 0.568
C -0.138 -0.910 0.791
C -1.702 -1.132 0.915
H 0.288 -0.214 -1.890
H -0.022 1.491 -1.671
H 1.502 0.854 -2.412
H 2.084 -0.056 0.027
H 1.691 1.674 0.034
H 0.206 -1.508 -0.053
H 0.513 -1.199 1.615
H -2.163 -0.671 1.789
H -1.923 -2.186 0.744
H -2.204 -0.636 0.085
C -3.625 -4.232 4.388
C -3.540 -3.407 3.108
O -4.782 -3.288 2.353
C -5.347 -4.509 1.835
C -6.001 -4.265 0.467
H -4.117 -5.174 4.143
H -2.700 -4.527 4.885
H -4.094 -3.611 5.152
H -3.132 -2.436 3.389
H -2.945 -3.888 2.331
H -4.518 -5.175 1.598
H -5.869 -4.948 2.685
H -5.235 -3.926 -0.231
H -6.758 -3.489 0.576
H -6.467 -5.169 0.075
*
```

- SMILES: C[N+](=O)[O-].C[N+](=O)[O-].C[N+](=O)[O-].C[N+](=O)[O-].C[N+](=O)[O-].C[N+](=O)[O-].C[N+](=O)[O-].C[N+](=O)[O-].BrCCBr.CCOCC.CCOCC
- HOMO-LUMO gap: 9.562 eV
- Energy above the lowest of the compared OMol25 structures with the same formula, charge and spin: 0.0 kcal/mol
- HOMO level: -9.6 eV
- Lowest unoccupied orbital energy: -0.07 eV

[11]
2 unconnected molecules or ions with the total composition C5H13N3 in a non-equilibrium geometry. Source: the OMol25 dataset; level of theory: ωB97M-V/def2-TZVPD.

The geometry in ORCA input format:
```
! wB97M-V def2-TZVPD RIJCOSX def2/J DEFGRID3
* xyz 0 1
C -0.729 -0.988 -0.520
C -1.720 -1.509 -1.572
N 0.668 -0.918 -0.995
C -0.776 -1.804 0.693
C -0.814 -2.491 1.676
H -1.001 0.036 -0.242
H 0.994 -1.836 -1.282
H 0.724 -0.294 -1.795
H -1.694 -0.864 -2.452
H -2.736 -1.507 -1.177
H -1.463 -2.527 -1.871
H -0.856 -3.093 2.547
C 0.839 3.074 0.193
N 0.229 1.908 0.728
N 1.574 0.959 1.065
H -0.066 1.985 1.699
H 1.719 0.682 2.040
H 1.487 0.130 0.450
H 1.047 3.881 0.901
H 0.374 3.399 -0.736
H 2.200 1.776 0.649
*
```

- HOMO-LUMO gap: 7.448 eV
- Energy above the lowest of the compared OMol25 structures with the same formula, charge and spin: 140.3 kcal/mol
- HOMO level: -6.6 eV
- Lowest unoccupied orbital energy: 0.86 eV

[12]
A molecular structure, C25H16Br4ClN6O6ReSSe in a non-equilibrium geometry. Source: the OMol25 dataset; level of theory: ωB97M-V/def2-TZVPD.

The geometry in ORCA input format:
```
! wB97M-V def2-TZVPD RIJCOSX def2/J DEFGRID3
* xyz 1 2
Re 0.497 -1.424 -0.448
Br 5.479 2.550 -3.536
C 4.327 1.142 -3.065
C 4.604 -0.165 -3.476
Br 6.121 -0.504 -4.535
C 3.776 -1.212 -3.083
Br 4.136 -2.991 -3.581
C 2.664 -0.962 -2.267
O 1.914 -1.880 -1.753
C 2.332 0.387 -1.920
O 1.236 0.549 -1.190
C 3.192 1.406 -2.300
Br 2.840 3.176 -1.701
O -3.694 -4.491 2.267
C -3.805 -3.241 2.634
O -4.601 -2.847 3.441
C -2.884 -2.249 1.969
C -2.985 -0.866 2.120
Cl -3.996 0.037 3.119
N -2.048 -0.281 1.325
N -1.303 -1.236 0.708
C -1.820 -2.422 1.073
C -1.205 -3.635 0.420
O -1.710 -4.735 0.559
O -0.165 -3.350 -0.263
C -2.077 1.041 0.809
C -3.342 1.502 0.419
C -3.728 2.736 -0.076
C -2.973 3.869 -0.409
C -1.629 4.047 -0.516
C -0.836 1.656 0.706
H -2.981 -4.698 1.597
H -4.147 0.798 0.569
H -4.793 2.851 -0.194
H -3.557 4.756 -0.619
H -1.217 5.015 -0.739
H 0.009 1.246 1.227
Se 2.710 0.772 0.984
N 1.618 -0.704 1.121
C 1.750 -1.194 2.365
C 1.157 -2.359 2.881
C 1.375 -2.687 4.191
C 2.178 -1.891 5.036
C 2.799 -0.770 4.568
C 2.607 -0.403 3.218
N 3.171 0.644 2.634
H 0.573 -2.992 2.230
H 0.935 -3.588 4.591
H 2.313 -2.194 6.063
H 3.444 -0.162 5.182
C -0.391 2.217 -4.507
N -0.165 2.581 -3.124
C -0.797 2.078 -2.089
N -1.724 1.143 -2.190
S -0.360 2.817 -0.469
H 0.298 2.781 -5.129
H -1.409 2.466 -4.811
H -0.227 1.152 -4.681
H 0.559 3.263 -2.928
H -1.925 0.712 -3.080
H -2.118 0.744 -1.347
*
```

- ⟨S²⟩: 0.974
- HOMO-LUMO gap (spin up / spin down): 3.580 / 3.785 eV
- Energy above the lowest of the compared OMol25 structures with the same formula, charge and spin: 177.6 kcal/mol
- HOMO level (spin up / spin down): -9.3 / -9.4 eV
- Lowest unoccupied orbital energy (spin up / spin down): -5.75 / -5.61 eV